This record from the Open Molecules 2025 dataset describes a cluster of 9 separate species, C38H92N8O10 in total at a distorted geometry. The level of theory is the ωB97M-V functional and the def2-TZVPD basis.

```
148
C38H92N8O10 (the ωB97M-V functional and the def2-TZVPD basis)
C 8.78 12.93 10.17
C 8.47 12.10 11.17
C 9.10 12.21 12.49
O 8.72 11.62 13.49
C 10.13 13.26 12.57
C 10.46 14.08 11.57
C 9.86 13.97 10.23
O 10.33 14.60 9.30
H 8.26 12.83 9.22
H 7.69 11.36 11.01
H 10.57 13.39 13.55
H 11.14 14.91 11.74
C 13.00 18.80 23.33
C 11.66 18.84 22.59
C 11.31 17.33 22.10
O 10.40 17.23 21.04
C 10.45 16.15 20.11
N 10.73 19.42 23.60
H 13.84 18.77 22.64
H 13.10 17.94 23.99
H 13.09 19.70 23.94
H 11.74 19.51 21.72
H 10.91 16.82 23.01
H 12.25 16.81 21.84
H 11.15 16.40 19.30
H 9.46 15.98 19.69
H 10.80 15.22 20.57
H 9.80 19.48 23.17
H 10.95 20.36 23.94
C 13.31 19.84 19.42
C 14.34 19.91 18.32
C 13.85 20.47 16.97
O 14.94 20.32 16.08
C 14.61 20.66 14.75
N 15.38 20.79 18.80
H 12.53 19.09 19.24
H 12.83 20.81 19.59
H 13.84 19.55 20.33
H 14.70 18.87 18.14
H 13.61 21.55 17.06
H 12.94 19.93 16.63
H 15.43 20.37 14.10
H 14.45 21.74 14.62
H 13.71 20.12 14.39
H 16.05 20.98 18.05
H 15.89 20.41 19.59
C 8.08 18.69 14.31
C 7.93 17.17 14.18
C 8.28 16.61 12.78
O 7.45 17.17 11.77
C 7.99 16.92 10.46
N 8.76 16.49 15.19
H 7.58 19.22 13.50
H 9.15 18.94 14.28
H 7.70 19.08 15.26
H 6.86 16.96 14.36
H 8.17 15.51 12.83
H 9.33 16.83 12.48
H 7.32 17.43 9.79
H 7.98 15.85 10.22
H 9.02 17.30 10.31
H 8.64 15.46 15.19
H 9.73 16.65 14.87
C 19.27 17.25 14.26
C 17.78 17.38 14.00
C 16.94 16.76 15.16
O 16.88 15.36 14.94
C 16.56 14.61 16.12
N 17.49 18.77 13.85
H 19.52 16.20 14.38
H 19.53 17.76 15.19
H 19.86 17.65 13.44
H 17.50 16.87 13.06
H 15.91 17.20 15.14
H 17.37 16.96 16.16
H 16.12 13.65 15.85
H 15.85 15.17 16.75
H 17.48 14.43 16.69
H 17.87 19.29 14.64
H 16.50 18.93 13.84
C 16.34 12.22 10.50
C 17.50 11.51 9.79
C 17.90 10.22 10.53
O 19.17 9.71 9.99
C 19.62 8.64 10.85
N 17.04 11.23 8.42
H 15.38 11.67 10.51
H 16.17 13.20 10.06
H 16.62 12.36 11.55
H 18.38 12.16 9.84
H 17.11 9.44 10.48
H 18.04 10.46 11.60
H 19.74 9.02 11.87
H 20.58 8.28 10.49
H 18.91 7.81 10.82
H 17.55 10.42 8.05
H 16.11 10.82 8.65
C 10.88 22.11 10.16
C 12.37 21.75 10.03
C 12.79 20.25 10.02
O 12.76 19.82 11.35
C 13.28 18.52 11.54
N 12.88 22.47 8.84
H 10.70 22.72 11.06
H 10.27 21.20 10.31
H 10.45 22.65 9.31
H 12.91 22.15 10.89
H 13.84 20.26 9.67
H 12.24 19.58 9.33
H 12.42 17.84 11.50
H 13.74 18.44 12.52
H 14.00 18.24 10.77
H 12.35 22.20 8.02
H 12.65 23.45 8.99
C 12.46 16.90 16.40
C 12.66 16.77 14.85
C 12.96 15.32 14.42
O 13.26 15.27 13.04
C 14.55 14.78 12.77
N 11.47 17.12 14.10
H 11.89 17.81 16.63
H 13.41 16.98 16.93
H 11.89 16.07 16.79
H 13.55 17.37 14.58
H 12.13 14.62 14.63
H 13.83 15.00 15.02
H 14.76 13.87 13.36
H 15.28 15.55 13.05
H 14.69 14.55 11.71
H 11.60 16.83 13.14
H 11.30 18.12 14.08
C 8.59 13.08 18.18
C 9.43 13.76 17.11
C 10.98 13.38 17.22
O 11.49 13.46 18.56
C 12.72 12.79 18.84
N 8.70 13.52 15.83
H 8.85 12.01 18.18
H 7.51 13.16 18.00
H 8.81 13.46 19.18
H 9.44 14.85 17.24
H 11.55 14.12 16.64
H 11.15 12.39 16.76
H 13.51 13.01 18.12
H 12.53 11.71 18.87
H 13.05 13.10 19.84
H 7.72 13.41 16.08
H 8.96 12.65 15.35
```

As for the SMILES: O=C1C=CC(=O)C=C1.COC[C@H](C)N.COC[C@H](C)N.COC[C@H](C)N.COC[C@H](C)N.COC[C@H](C)N.COC[C@H](C)N.COC[C@H](C)N.COC[C@H](C)N. Its frontier orbital gap is 6.59 eV. As for the spin multiplicity: 1. Its HOMO energy is -8.41 eV. For the LUMO energy, the calculation gives -1.819 eV. As for the total charge: 0.



This record from the Open Molecules 2025 dataset describes a structure of composition C45H34IrN7O6SSeTe at a distorted geometry. The level of theory is the ωB97M-V functional and the def2-TZVPD basis.

```
96
C45H34IrN7O6SSeTe (the ωB97M-V functional and the def2-TZVPD basis)
Ir -0.20 1.75 1.15
Se -1.36 -0.73 8.31
N -1.17 0.89 7.57
C -1.04 0.72 6.29
C -0.86 1.83 5.35
C -0.80 3.16 5.74
C -0.60 4.13 4.77
C -0.47 3.76 3.44
N -0.57 2.48 3.07
C -0.73 1.53 4.00
C -0.75 0.16 3.48
N -0.58 0.07 2.20
C -0.62 -1.24 1.55
C -1.01 -2.46 2.43
C -1.11 -2.20 3.88
C -0.97 -0.97 4.38
C -1.09 -0.65 5.81
N -1.26 -1.56 6.73
H -0.90 3.42 6.78
H -0.52 5.18 5.04
H -0.26 4.46 2.65
H -1.26 -1.14 0.69
H -1.92 -2.96 2.07
H -1.33 -3.03 4.55
O 6.28 3.02 1.85
C 5.22 2.48 1.67
C 4.85 1.59 0.48
O 5.59 1.16 -0.37
C 3.40 1.35 0.60
C 2.90 1.98 1.74
O 1.67 2.06 2.14
C 3.97 2.59 2.53
O 3.90 3.06 3.65
O 2.69 0.66 -0.18
C -3.68 5.20 -2.61
C -2.99 4.46 -1.50
C -3.73 3.94 -0.43
C -3.07 3.17 0.49
N -1.74 3.00 0.38
C -1.08 3.63 -0.62
S 0.59 3.35 -0.41
N -1.68 4.32 -1.60
H -4.35 5.96 -2.21
H -4.29 4.50 -3.19
H -2.95 5.66 -3.26
H -4.80 4.10 -0.36
H -3.55 2.68 1.32
C 3.83 -4.22 -6.48
C 3.14 -3.46 -5.38
C 3.86 -2.93 -4.32
C 3.23 -2.21 -3.30
C 4.11 -1.65 -2.21
C 1.84 -2.03 -3.34
Te 1.32 -0.57 -1.80
N -0.25 0.61 -0.57
C -1.09 0.31 -1.47
O -0.60 -0.45 -2.48
C -2.54 0.59 -1.60
C -3.38 0.41 -0.51
C -4.75 0.59 -0.64
C -5.28 0.97 -1.87
C -4.44 1.16 -2.96
C -3.08 0.95 -2.83
C 0.90 -2.11 -0.33
C 0.62 -3.29 -0.89
C 0.21 -4.48 -0.13
C 0.06 -4.45 1.19
C 0.27 -3.20 1.95
C 0.75 -1.91 1.17
C 1.96 -1.35 1.90
C 1.10 -2.60 -4.38
C -0.41 -2.55 -4.49
C 1.77 -3.30 -5.38
H 4.90 -4.27 -6.31
H 3.66 -3.74 -7.45
H 3.45 -5.24 -6.55
H 4.93 -3.06 -4.28
H 4.43 -0.63 -2.40
H 5.01 -2.26 -2.11
H 3.65 -1.64 -1.22
H -2.96 0.13 0.45
H -5.40 0.43 0.21
H -6.35 1.11 -1.97
H -4.86 1.44 -3.92
H -2.42 1.06 -3.69
H 0.70 -3.43 -1.96
H 0.05 -5.39 -0.69
H -0.21 -5.35 1.74
H 0.94 -3.39 2.80
H 1.72 -1.19 2.95
H 2.30 -0.43 1.46
H 2.76 -2.09 1.85
H -0.89 -2.25 -3.57
H -0.78 -3.54 -4.78
H -0.71 -1.85 -5.27
H 1.19 -3.74 -6.19
```

Its frontier orbital gap (spin up / spin down) is 4.78 / 4.78 eV. As for the spin multiplicity: 1. Its HOMO energy (spin up / spin down) is -6.54 / -6.54 eV. For the LUMO energy (spin up / spin down), the calculation gives -1.757 / -1.756 eV. As for the total charge: 0.



This record from the Open Molecules 2025 dataset describes a structure of composition C32H34ClIrNPSi at a distorted geometry. The level of theory is the ωB97M-V functional and the def2-TZVPD basis.

```
71
C32H34ClIrNPSi (the ωB97M-V functional and the def2-TZVPD basis)
C -0.83 -2.47 2.44
C -0.79 -2.54 1.02
C 0.59 -2.70 0.61
H -1.65 -2.50 0.36
C 1.38 -2.81 1.80
C 0.52 -2.66 2.93
H 0.81 -2.66 3.98
H -1.72 -2.36 3.06
H 0.96 -2.81 -0.40
H 2.45 -2.97 1.83
Ir 0.39 -0.87 1.68
Cl 1.96 0.48 0.74
P 0.35 -0.57 -1.76
C 1.45 -1.63 -2.83
C 1.02 -2.29 -4.00
H -0.03 -2.26 -4.30
C 1.94 -2.96 -4.81
H 1.59 -3.44 -5.72
C 3.29 -3.00 -4.45
H 4.00 -3.53 -5.08
C 3.72 -2.38 -3.27
H 4.77 -2.42 -2.97
C 2.81 -1.70 -2.46
H 3.14 -1.20 -1.54
C -1.26 -0.98 -2.61
C -1.88 -2.19 -2.24
H -1.39 -2.86 -1.53
C -3.10 -2.56 -2.81
H -3.58 -3.48 -2.47
C -3.68 -1.76 -3.79
H -4.63 -2.05 -4.24
C -3.04 -0.58 -4.20
H -3.47 0.04 -4.99
C -1.85 -0.18 -3.60
H -1.37 0.75 -3.92
C 0.71 1.04 -2.60
C 1.40 1.17 -3.82
H 1.82 0.29 -4.32
C 1.53 2.42 -4.43
H 2.06 2.50 -5.38
C 1.00 3.56 -3.81
H 1.10 4.53 -4.28
C 0.35 3.44 -2.57
H -0.05 4.33 -2.07
C 0.21 2.20 -1.97
H -0.29 2.10 -1.00
C -3.02 0.00 3.69
Si -1.32 0.40 4.36
C -1.46 2.00 5.34
C -0.70 -0.88 5.59
N -0.16 0.56 2.93
C 0.35 1.85 2.79
C -0.19 2.74 1.83
C 0.35 4.00 1.65
C 1.40 4.45 2.47
C 1.89 3.62 3.49
C 1.40 2.33 3.64
H -3.73 -0.07 4.54
H -3.09 -0.94 3.13
H -3.38 0.80 3.04
H -2.27 1.90 6.09
H -0.54 2.23 5.90
H -1.70 2.87 4.72
H -0.99 -1.91 5.33
H 0.39 -0.84 5.69
H -1.13 -0.68 6.59
H -1.03 2.39 1.24
H -0.04 4.64 0.86
H 1.82 5.45 2.33
H 2.68 3.97 4.14
H 1.78 1.66 4.42
```

Its frontier orbital gap (spin up / spin down) is 4.96 / 5.34 eV. As for the spin multiplicity: 5. Its HOMO energy (spin up / spin down) is -4.53 / -8.03 eV. For the LUMO energy (spin up / spin down), the calculation gives 0.439 / -2.695 eV. As for the total charge: 0.



This record from the Open Molecules 2025 dataset describes a cluster of 3 separate species, C3H8OS2 in total at a distorted geometry. The level of theory is the ωB97M-V functional and the def2-TZVPD basis.

```
14
C3H8OS2 (the ωB97M-V functional and the def2-TZVPD basis)
C -0.34 0.62 -0.28
C 0.12 -0.75 -0.72
O 0.53 -1.43 0.49
C -1.21 0.81 0.99
S -2.46 2.06 1.14
S 2.91 -1.71 -1.44
H 0.46 1.39 -0.25
H -1.00 1.01 -1.07
H 1.05 -0.79 -1.35
H -0.52 -1.44 -1.28
H 1.41 -1.75 0.19
H -1.62 -0.18 1.26
H -0.58 0.93 1.89
H -1.27 3.48 0.84
```

Its frontier orbital gap (spin up / spin down) is 5.65 / 5.23 eV. As for the spin multiplicity: 2. Its HOMO energy (spin up / spin down) is -3.50 / -3.08 eV. For the LUMO energy (spin up / spin down), the calculation gives 2.154 / 2.153 eV. As for the total charge: -1.



Which energy relative to the best compared isomer or geometry (same formula, charge and spin) belongs to each record? In order, 436.5 256.8 0.0 180.7 kJ/mol.